{"formula": "C7H12N2O", "method": "ωB97M-V/def2-TZVPD", "species": ["N", "C", "C", "C", "C", "C", "C", "C", "N", "H", "H", "H", "H", "H", "H", "H", "H", "H", "H", "O", "H", "H"], "positions_angstrom": [[0.3202, 2.6042, 0.9034], [0.1910, 1.6898, 0.0788], [-0.0875, 0.2205, 0.0098], [1.0215, -0.5697, 0.6884], [1.3327, -1.9623, 0.2264], [2.3214, -0.8578, -0.0234], [-1.4416, -0.0901, 0.6177], [-2.6757, -0.0061, -0.1900], [-2.1433, -1.3052, 0.2228], [-0.1033, -0.0365, -1.0644], [1.0953, -0.3950, 1.7651], [1.5691, -2.7063, 0.9871], [0.7849, -2.3507, -0.6332], [2.4300, -0.5133, -1.0546], [3.2394, -0.8383, 0.5646], [-1.5089, 0.1343, 1.6865], [-3.6128, 0.2942, 0.2821], [-2.5717, 0.2796, -1.2396], [-1.6811, -1.7685, -0.5584], [0.3776, 2.6617, -1.3124], [0.6587, 2.0071, -1.9641], [0.4842, 3.5083, 0.0074]], "forces_ev_per_a": [[0.186, 1.589, -1.162], [0.481, 4.266, -1.672], [0.262, 0.016, -0.535], [0.191, 0.095, 0.178], [-0.093, -0.310, 0.048], [0.027, 0.169, -0.059], [-0.011, 0.139, 0.227], [-0.169, 0.304, -0.227], [0.020, -0.244, -0.023], [-0.080, -0.102, 0.316], [-0.047, 0.015, -0.349], [-0.097, 0.194, -0.257], [0.150, 0.087, 0.231], [-0.021, -0.052, 0.343], [-0.297, 0.016, -0.210], [0.058, -0.064, -0.318], [0.280, -0.125, -0.156], [-0.042, -0.026, 0.286], [-0.031, 0.134, 0.173], [-0.718, -4.148, 0.241], [0.266, 0.614, -0.896], [-0.315, -2.567, 3.820]], "mulliken_charge": [-0.735, 0.201, 0.373, -0.346, -0.551, -0.563, -0.284, -0.491, -0.639, 0.248, 0.464, 0.260, 0.221, 0.208, 0.281, 0.463, 0.279, 0.219, 0.316, -0.656, 0.279, 0.451], "orbital_gap_ev": 10.3, "homo_ha": -0.3578, "spin_multiplicity": 1}



{"formula": "C2H3ClSi", "method": "ωB97M-V/def2-TZVPD", "species": ["C", "C", "Si", "Cl", "H", "H", "H"], "positions_angstrom": [[1.1390, -1.7089, -0.0112], [0.2524, -0.8886, 0.0505], [-0.8861, 0.5486, 0.0096], [-2.6306, -0.3243, -0.0087], [1.8406, -2.3756, -0.1049], [-0.6657, 1.2167, 1.3274], [-0.5604, 1.2365, -1.2792]], "forces_ev_per_a": [[-3.950, 3.623, 0.376], [0.981, -0.110, -0.132], [2.485, -0.058, 0.237], [-2.469, -0.594, -0.124], [3.435, -3.330, -0.348], [-0.174, 0.294, -0.622], [-0.308, 0.175, 0.613]], "mulliken_charge": [0.226, -0.718, 0.395, -0.193, 0.444, -0.077, -0.077], "orbital_gap_ev": 11.3, "homo_ha": -0.3875, "smiles": "C#C[SiH2]Cl", "spin_multiplicity": 1}



{"formula": "C6H6FNO2S", "method": "ωB97M-V/def2-TZVPD", "species": ["C", "C", "C", "C", "C", "C", "N", "O", "O", "F", "S", "H", "H", "H", "H", "H", "H"], "positions_angstrom": [[0.1706, -1.0436, -0.6771], [-1.0693, -1.6739, -0.6503], [-1.0616, 0.9884, 0.0462], [0.1274, 0.3261, -0.3218], [-2.3954, 0.2668, 0.1259], [2.3279, 0.7238, 1.1274], [-2.2341, -1.0362, -0.3747], [-3.4515, 0.7907, 0.4498], [2.4941, 0.7255, -1.4898], [-0.9187, 2.2468, 0.3525], [1.6908, 1.3963, -0.4857], [1.1200, -1.5163, -0.8049], [-1.1026, -2.6924, -1.0374], [3.4469, 1.0907, 1.2048], [2.0985, -0.3221, 0.9925], [1.8032, 1.3343, 1.9369], [-3.0463, -1.6049, -0.3943]], "forces_ev_per_a": [[-0.708, 4.175, 1.669], [1.210, -1.716, -0.843], [-3.191, -1.408, 0.308], [3.572, -1.640, -1.528], [2.066, 2.335, -0.417], [1.271, 3.304, 0.114], [-1.283, 0.118, 0.375], [0.774, -1.072, -0.245], [1.105, -0.652, -1.320], [-0.604, 0.952, 0.499], [-1.823, -1.079, 1.857], [0.211, -0.391, -0.562], [-0.515, 0.234, 0.358], [-2.062, -1.299, -0.315], [0.479, -0.242, 0.819], [0.304, -1.421, -0.840], [-0.806, -0.197, 0.071]], "mulliken_charge": [-0.211, -0.572, 0.403, 0.078, 0.207, -0.798, -0.063, -0.558, -0.590, -0.265, 0.442, 0.492, 0.344, 0.297, 0.305, 0.283, 0.206], "s2": 2.02, "orbital_gap_ev": [6.6, 6.6], "homo_ha": [-0.2204, -0.3403], "spin_multiplicity": 3}